This record from OMol25 describes a 10-piece molecular cluster, C26H45F13NO36S10 overall. The level of theory is ωB97M-V/def2-TZVPD.

E_HOMO   -3.2 eV
HOMO-LUMO gap   4.326 eV
Charge   -1

Bonds (Å) are listed after each position.
CARTESIAN COORDINATES (ANGSTROEM)
1 S 5.41188 -2.76475 4.84022  O27 1.610, O29 1.416, O36 1.427, O54 1.612
2 S -0.22451 -4.34112 -1.04718  F12 1.607, F15 1.635, F16 1.593, F18 1.615, F19 1.646, C61 1.878
3 S -5.89593 -1.37072 3.76170  O24 1.421, O28 1.612, O40 1.617, O46 1.420
4 S 6.66274 0.95796 -4.00275  O42 1.612, O43 1.620, O51 1.422, O56 1.408
5 S 0.13179 -0.03429 3.43004  O35 1.412, O37 1.605, O45 1.615, O53 1.421
6 S 1.91165 2.87358 -3.96926  O48 1.615, O49 1.616, O55 1.413, O59 1.418
7 S -7.00579 8.66589 -7.28192  O33 1.420, O34 1.416, O44 1.610, O47 1.610
8 S -8.49316 -4.18868 3.63388  O25 1.414, O26 1.621, O32 1.415, O41 1.617
9 S 2.94990 -1.37096 9.30764  O31 1.611, O38 1.417, O39 1.417, O52 1.610
10 S -1.35944 7.24878 -5.62384  O30 1.610, O50 1.419, O57 1.423, O58 1.611
11 F -1.82595 -0.72339 -0.10648  C77 1.400
12 F -0.26548 -4.47508 0.55392  S2 1.607
13 F 6.53893 -2.85299 -1.77344  C82 1.381
14 F 6.15481 -3.94268 0.10170  C82 1.406
15 F -0.21308 -4.33999 -2.68226  S2 1.635
16 F 1.13258 -3.50673 -1.05852  S2 1.593
17 F 3.87187 -3.00432 -0.54300  C66 1.420
18 F 0.65520 -5.69461 -1.08233  S2 1.615
19 F -1.56338 -5.29730 -1.09581  S2 1.646
20 F -0.05070 -1.70481 0.72606  C77 1.356
21 F -2.44534 -3.13700 -0.33123  C61 1.372
22 F 4.67743 -1.64250 1.12287  C66 1.465
23 F -1.75461 -2.59264 -2.30475  C61 1.344
24 O -6.97529 -0.68966 3.13767  S3 1.421
25 O -7.13842 -4.45864 3.93389  S8 1.414
26 O -9.42020 -5.22434 4.46889  S8 1.621, C84 1.427
27 O 5.20686 -4.28554 4.35454  S1 1.610, C65 1.433
28 O -4.55390 -1.05008 2.92888  S3 1.612, C86 1.431
29 O 4.54609 -1.93574 4.08676  S1 1.416
30 O -2.58291 8.29505 -5.63021  S10 1.610, C73 1.433
31 O 3.06095 -2.88241 9.85447  S9 1.611, C62 1.433
32 O -9.05307 -2.89368 3.73733  S8 1.415
33 O -6.01593 8.06230 -8.10163  S7 1.420
34 O -6.86960 9.97531 -6.75958  S7 1.416
35 O 0.61632 0.43934 2.19102  S5 1.412
36 O 5.44499 -2.74930 6.26648  S1 1.427
37 O 1.19083 -1.09727 4.00059  S5 1.605, C76 1.428
38 O 2.57860 -0.52818 10.38511  S9 1.417
39 O 2.24939 -1.39333 8.07569  S9 1.417
40 O -6.00681 -2.94426 3.40410  S3 1.617, C71 1.431
41 O -8.81622 -4.76827 2.15931  S8 1.617, C70 1.428
42 O 7.52141 -0.00430 -3.03617  S4 1.612, C83 1.426
43 O 6.97774 0.18999 -5.39422  S4 1.620, C63 1.426
44 O -7.33772 7.66296 -6.06650  S7 1.610, C79 1.431
45 O 0.35182 1.10877 4.54902  S5 1.615, C81 1.433
46 O -5.61587 -1.24747 5.14798  S3 1.420
47 O -8.42603 8.56739 -8.03462  S7 1.610, C67 1.431
48 O 1.83454 4.15951 -2.99516  S6 1.615, C80 1.429
49 O 1.01348 3.47095 -5.17316  S6 1.616, C72 1.432
50 O -0.18439 7.92760 -6.03754  S10 1.419
51 O 7.29134 2.23300 -4.03469  S4 1.422
52 O 4.51089 -1.14537 8.98433  S9 1.610, C75 1.428
53 O -1.17309 -0.57499 3.58702  S5 1.421
54 O 6.91253 -2.56489 4.28642  S1 1.612, C69 1.429
55 O 3.24105 2.73567 -4.42853  S6 1.413
56 O 5.29720 0.78445 -3.70779  S4 1.408
57 O -1.42985 6.49185 -4.42133  S10 1.423
58 O -1.86240 6.32530 -6.84456  S10 1.611, C64 1.432
59 O 1.20527 1.80544 -3.35955  S6 1.418
60 N 4.70590 -0.90233 -1.10961  C66 1.352, C74 1.462
61 C -1.32249 -2.81775 -1.05183  S2 1.878, F21 1.372, F23 1.344, C77 1.561
62 C 4.33831 -3.41910 9.48899  O31 1.433, C75 1.514, H95 1.093, H112 1.088
63 C 7.98976 -0.79215 -5.18167  O43 1.426, C83 1.517, H97 1.089, H105 1.094
64 C -3.19756 6.69094 -7.21112  O58 1.432, C73 1.513, H118 1.088, H122 1.093
65 C 6.22741 -4.61816 3.40454  O27 1.433, C69 1.515, H113 1.093, H126 1.088
66 C 4.81992 -1.97687 -0.29629  F17 1.420, F22 1.465, N60 1.352, C82 1.578
67 C -9.21184 7.52378 -7.44973  O47 1.431, C79 1.515, H89 1.088, H100 1.093
68 C 0.99874 0.38057 -0.66671  C78 1.567, C85 1.570, H109 1.123, H125 1.111
69 C 7.43649 -3.81878 3.84424  O54 1.429, C65 1.515, H106 1.094, H111 1.088
70 C -9.42886 -6.05239 2.28119  O41 1.428, C84 1.517, H87 1.088, H99 1.093
71 C -5.13803 -3.22854 2.30330  O40 1.431, C86 1.516, H92 1.094, H128 1.088
72 C 0.40597 4.69982 -4.75927  O49 1.432, C80 1.515, H90 1.088, H103 1.086
73 C -3.31463 8.15692 -6.85460  O30 1.433, C64 1.513, H114 1.093, H130 1.085
74 C 3.32031 -0.63060 -1.48971  N60 1.462, C85 1.585, H107 1.119, H131 1.121
75 C 5.27682 -2.23104 9.50779  O52 1.428, C62 1.514, H93 1.093, H120 1.088
76 C 1.96846 -0.50200 5.04018  O37 1.428, C81 1.516, H91 1.086, H117 1.092
77 C -0.71973 -1.51522 -0.43768  F11 1.400, F20 1.356, C61 1.561, C78 1.580
78 C 0.09686 -0.62707 -1.45791  C68 1.567, C77 1.580, H96 1.112, H119 1.109
79 C -8.75057 7.44420 -6.00861  O44 1.431, C67 1.515, H115 1.093, H124 1.088
80 C 1.35590 5.28492 -3.73454  O48 1.429, C72 1.515, H101 1.094, H127 1.087
81 C 1.06392 0.54550 5.65832  O45 1.433, C76 1.516, H102 1.088, H108 1.093
82 C 6.24129 -2.64792 -0.44075  F13 1.381, F14 1.406, C66 1.578, H116 1.109
83 C 7.83975 -1.20872 -3.73036  O42 1.426, C63 1.517, H98 1.093, H110 1.088
84 C -10.22755 -5.98238 3.56932  O26 1.427, C70 1.517, H94 1.093, H104 1.089
85 C 2.41333 -0.17497 -0.27211  C68 1.570, C74 1.585, H88 1.121, H123 1.118
86 C -3.97312 -2.27254 2.46459  O28 1.431, C71 1.516, H121 1.087, H129 1.092
87 H -10.05356 -6.26253 1.41544  C70 1.088
88 H 2.30677 -1.09063 0.36552  C85 1.121
89 H -10.27207 7.75399 -7.53214  C67 1.088
90 H -0.55908 4.46817 -4.31338  C72 1.088
91 H 2.28109 -1.25344 5.75867  C76 1.086
92 H -5.68746 -3.03020 1.37839  C71 1.094
93 H 5.57563 -1.97706 10.52839  C75 1.093
94 H -11.16948 -5.44754 3.42185  C84 1.093
95 H 4.25443 -3.83962 8.48394  C62 1.093
96 H -0.64189 -0.02766 -2.03403  C78 1.112
97 H 7.85795 -1.62762 -5.86744  C63 1.089
98 H 7.00727 -1.90425 -3.59904  C83 1.093
99 H -8.63552 -6.80173 2.34714  C70 1.093
100 H -8.99942 6.59581 -7.98581  C67 1.093
101 H 2.21304 5.76361 -4.21634  C80 1.094
102 H 1.61996 1.31504 6.18926  C81 1.088
103 H 0.26241 5.35957 -5.60931  C72 1.086
104 H -10.43247 -6.96859 3.98224  C84 1.089
105 H 8.96272 -0.32490 -5.36108  C63 1.094
106 H 7.94176 -4.29464 4.68973  C69 1.094
107 H 2.80771 -1.46550 -2.03115  C74 1.119
108 H 0.33608 0.09186 6.33588  C81 1.093
109 H 0.50886 0.68399 0.29682  C68 1.123
110 H 8.74854 -1.65374 -3.32954  C83 1.088
111 H 8.14844 -3.66952 3.03488  C69 1.088
112 H 4.64008 -4.19969 10.18427  C62 1.088
113 H 5.88414 -4.30693 2.41489  C65 1.093
114 H -2.83602 8.78768 -7.60814  C73 1.093
115 H -9.19214 8.24159 -5.40591  C79 1.093
116 H 7.02939 -2.05020 0.06178  C82 1.109
117 H 2.85120 -0.04644 4.58604  C76 1.092
118 H -3.36522 6.50884 -8.27016  C64 1.088
119 H 0.64520 -1.26974 -2.17593  C78 1.109
120 H 6.16470 -2.39746 8.90112  C75 1.088
121 H -3.44093 -2.10915 1.53088  C86 1.087
122 H -3.89092 6.08353 -6.62449  C64 1.093
123 H 2.95983 0.55878 0.36962  C85 1.118
124 H -8.97226 6.48198 -5.55262  C79 1.088
125 H 1.15045 1.33455 -1.21554  C68 1.111
126 H 6.41552 -5.68981 3.40152  C65 1.088
127 H 0.86707 5.99836 -3.07585  C80 1.087
128 H -4.82586 -4.27086 2.32207  C71 1.088
129 H -3.27245 -2.62721 3.22399  C86 1.092
130 H -4.34627 8.46827 -6.72530  C73 1.085
131 H 3.34698 0.24415 -2.19063  C74 1.121